# C5H10O2

A structure of composition C5H10O2 (the ωB97M-V functional and the def2-TZVPD basis, OMol25).

ORCA input file:
```
! RIJCOSX wB97M-V def2-TZVPD def2/J DEFGRID3
* xyz 0 1
C 2.197 0.823 -0.152
O 1.037 0.719 0.653
C 0.717 -0.572 0.968
C -0.660 -0.559 1.587
C -0.969 -0.843 0.147
C -1.498 0.266 -0.727
O -1.388 -0.037 -2.104
H 1.956 0.664 -1.215
H 2.942 0.083 0.156
H 2.581 1.837 -0.025
H 0.279 -1.132 -0.132
H -0.881 -1.356 2.295
H -0.965 0.422 1.952
H -1.345 -1.841 -0.084
H -2.567 0.411 -0.538
H -0.988 1.206 -0.469
H -0.447 -0.091 -2.312
*
```

The calculation puts the frontier orbital gap at 9.17 eV. For the HOMO energy, the calculation gives -8.30 eV. The value obtained for the total energy is -9438.0114 eV.